Entry 1:
C5H9NO | wB97M-V/def2-TZVPD

## Properties
SMILES = [H]/N=C(/C)OC1CC1
energy relative to the best compared isomer or geometry (same formula, charge and spin) = 194.2 kJ/mol
HOMO-LUMO gap = 0.41309 Eh
energy = -8867.200 eV
E_HOMO = -10.16 eV
molecular weight = 99.13 g mol⁻¹

Geometry as XYZ:
```
16
Properties=species:S:1:pos:R:3:lowdin_charge:R:1
H 0.422 2.057 0.923 0.056
N 1.200 1.757 0.336 0.166
C 1.254 0.497 0.243 -0.501
C 2.312 -0.205 -0.557 -0.014
O 0.381 -0.408 0.798 -0.023
C -0.972 -0.032 0.780 -0.336
C -1.901 -1.067 0.239 -0.082
C -1.573 0.157 -0.577 -0.086
H 3.194 -0.420 0.052 0.084
H 1.918 -1.151 -0.935 0.080
H 2.611 0.436 -1.388 0.083
H -1.297 0.590 1.613 0.146
H -1.450 -2.006 -0.068 0.110
H -2.889 -1.154 0.679 0.102
H -0.891 0.018 -1.412 0.110
H -2.319 0.930 -0.724 0.104
```


Entry 2:
C21H45MoOP3S | wB97M-V/def2-TZVPD

## Properties
HOMO-LUMO gap (spin up / spin down) = 0.14352 / 0.15310 Eh
<S²> = 2.059
energy = -65066.570 eV
E_HOMO (spin up / spin down) = -18.99 / -18.99 eV
multiplicity = 3
charge = +4
molecular weight = 534.52 g mol⁻¹

Geometry as XYZ:
```
72
Properties=species:S:1:pos:R:3:lowdin_charge:R:1
Mo -0.307 0.812 -1.098 0.630
P 1.485 1.111 0.401 0.674
P -1.811 1.913 0.226 0.675
P 0.659 2.072 -2.726 0.673
H -0.282 -3.061 0.951 0.114
C 0.607 -3.698 0.941 0.361
C 1.917 -3.055 1.172 -0.034
H 2.166 -2.866 2.228 0.149
C 1.382 0.322 2.045 -0.240
C 1.742 2.881 0.861 -0.186
C 3.125 0.614 -0.237 -0.223
C -3.483 1.171 -0.001 -0.236
C -1.704 1.839 2.057 -0.213
C -2.197 3.681 -0.066 -0.192
C 1.642 0.882 -3.726 -0.186
C 1.812 3.476 -2.532 -0.205
C -0.527 2.731 -3.948 -0.204
H 0.548 -4.745 0.668 0.132
H 2.758 -3.566 0.681 0.126
H 0.769 -0.586 2.005 0.010
H 0.908 0.999 2.767 0.058
H 2.388 0.064 2.407 0.087
H 0.904 3.247 1.467 0.047
H 1.833 3.519 -0.026 0.025
H 2.671 2.944 1.446 0.097
H 3.114 -0.448 -0.517 0.048
H 3.864 0.774 0.562 0.085
H 3.410 1.204 -1.119 0.047
H -4.144 1.570 0.781 0.086
H -3.440 0.079 0.085 0.048
H -3.889 1.433 -0.986 0.064
H -2.677 2.136 2.475 0.089
H -0.936 2.527 2.432 0.054
H -1.471 0.821 2.398 0.043
H -2.991 3.998 0.628 0.095
H -2.551 3.808 -1.098 0.062
H -1.306 4.301 0.092 0.060
H 2.241 1.446 -4.457 0.097
H 0.979 0.178 -4.250 0.050
H 2.310 0.294 -3.083 0.045
H 2.158 3.774 -3.531 0.093
H 2.680 3.207 -1.919 0.047
H 1.284 4.313 -2.061 0.073
H 0.007 3.440 -4.600 0.088
H -1.343 3.253 -3.431 0.055
H -0.957 1.918 -4.545 0.059
C -1.035 -1.529 -3.487 -0.622
C -1.560 -1.532 -4.796 -0.090
C -1.089 -2.455 -5.722 -0.006
C -0.103 -3.377 -5.349 0.003
C 0.427 -3.365 -4.052 -0.034
C -0.057 -2.459 -3.101 -0.127
S -1.749 -0.333 -2.400 0.777
H 1.782 -2.011 0.720 0.077
H -2.347 -0.816 -5.035 0.119
H -1.499 -2.451 -6.732 0.142
H 0.239 -4.124 -6.068 0.141
H 1.215 -4.066 -3.775 0.127
H 0.289 -2.475 -2.065 0.073
C -0.901 -1.580 6.408 -0.118
C -0.728 -3.000 5.817 -0.121
C -0.651 -2.789 4.294 -0.198
O -0.576 -1.376 3.992 -0.215
C -0.754 -0.623 5.209 -0.189
H -1.889 -1.466 6.862 0.124
H -0.137 -1.366 7.160 0.124
H -1.566 -3.654 6.072 0.126
H 0.201 -3.459 6.171 0.121
H 0.221 -3.289 3.841 0.091
H -1.548 -3.200 3.798 0.118
H -1.644 0.019 5.087 0.116
H 0.114 0.047 5.329 0.116
```


Entry 3:
C6H10 | wB97M-V/def2-TZVPD

## Properties
SMILES = C=C/C(C)=C/C
energy relative to the best compared isomer or geometry (same formula, charge and spin) = 95.4 kJ/mol
HOMO-LUMO gap = 0.36726 Eh
energy = -6382.871 eV
E_HOMO = -8.87 eV
molecular weight = 82.15 g mol⁻¹

Geometry as XYZ:
```
16
Properties=species:S:1:pos:R:3:lowdin_charge:R:1
C 2.358 0.604 -0.766 0.012
C 1.511 0.757 0.243 -0.163
C 0.127 0.224 0.235 -0.334
C -0.955 1.263 0.252 -0.057
C -0.107 -1.085 0.215 -0.122
C -1.490 -1.671 0.084 -0.102
H 2.077 0.091 -1.674 0.061
H 3.291 1.146 -0.765 0.049
H 1.848 1.312 1.112 0.102
H -0.589 2.222 0.610 0.076
H -1.815 0.968 0.852 0.074
H -1.398 1.382 -0.740 0.087
H 0.707 -1.791 0.317 0.105
H -2.057 -1.621 1.011 0.076
H -1.402 -2.665 -0.337 0.064
H -2.104 -1.135 -0.649 0.072
```


Entry 4:
C4H7N2P | wB97M-V/def2-TZVPD

## Properties
energy relative to the best compared isomer or geometry (same formula, charge and spin) = 248.6 kJ/mol
HOMO-LUMO gap = 0.36648 Eh
energy = -16527.233 eV
E_HOMO = -9.15 eV
molecular weight = 114.09 g mol⁻¹

Geometry as XYZ:
```
14
Properties=species:S:1:pos:R:3:lowdin_charge:R:1
C -2.336 0.032 0.182 -0.068
C -1.687 1.200 -0.269 -0.200
C -1.266 -0.859 0.247 -0.129
C 1.507 -0.927 -0.259 -0.260
N -0.390 1.075 -0.456 0.004
N -0.151 -0.149 -0.089 -0.179
P 2.832 0.439 0.031 0.786
H -3.342 0.014 0.429 0.063
H -2.106 2.118 -0.587 0.084
H -1.069 -1.969 0.281 0.122
H 1.568 -1.259 -1.333 0.050
H 1.450 -1.694 0.569 0.063
H 2.740 0.375 1.361 -0.156
H 2.251 1.604 -0.108 -0.181
```